Entry from the OMol25 dataset: a structure of composition C48H56FI2N7O5Si2Ti in a non-equilibrium geometry (the ωB97M-V functional and the def2-TZVPD basis).

Calculated values
E (eV): -129142.5895
Max |F| (eV/A): 2.2
HOMO (alpha / beta) (eV): -3.953 / -6.992
Frontier orbital gap (alpha / beta) (eV): 2.636 / 5.660

```
! wB97M-V def2-TZVPD RIJCOSX def2/J DEFGRID3
* xyz 0 3
Ti -0.419 1.295 1.674
C -3.538 4.412 3.203
C -2.130 4.470 3.727
N -1.905 5.360 4.697
C -0.657 5.522 5.141
C 0.447 4.941 4.561
C 1.822 5.328 5.023
O 2.302 6.533 4.423
C 0.241 4.036 3.486
C 1.273 3.624 2.626
N 1.046 2.819 1.565
C 1.953 2.885 0.505
C 3.324 2.651 0.610
C 4.150 2.789 -0.495
C 3.630 3.165 -1.724
C 2.274 3.441 -1.845
C 1.465 3.306 -0.738
I -0.555 3.896 -0.765
C -1.116 3.668 3.194
O -1.356 2.623 2.390
H -4.000 5.381 3.383
H -4.129 3.654 3.723
H -3.544 4.184 2.139
H -0.535 6.199 5.982
H 2.529 4.510 4.841
H 1.806 5.523 6.096
H 2.160 6.474 3.473
H 2.258 4.075 2.723
H 3.739 2.347 1.564
H 5.212 2.603 -0.392
H 4.283 3.268 -2.580
H 1.857 3.772 -2.786
F -0.086 0.146 -6.539
C 0.369 -0.626 -5.504
C 0.561 -0.061 -4.277
C 1.068 -0.854 -3.203
C 1.074 -0.302 -1.885
O 0.673 0.865 -1.671
C 1.562 -1.205 -0.843
C 2.108 -2.390 -1.184
N 2.157 -2.891 -2.461
C 3.153 -3.918 -2.669
C 2.986 -5.180 -3.466
C 3.923 -4.096 -3.941
C 1.497 -2.182 -3.479
C 1.214 -2.738 -4.714
C 0.616 -1.971 -5.750
N 0.270 -2.630 -6.978
C 1.292 -2.619 -8.005
C 0.976 -3.716 -9.012
N -0.379 -3.427 -9.586
C -1.428 -3.405 -8.514
C -1.037 -2.321 -7.518
C 1.556 -0.884 0.624
O 2.228 -1.563 1.390
O 0.773 0.061 1.067
H 0.328 0.979 -4.090
H 2.522 -3.017 -0.405
H 3.729 -4.038 -1.763
H 2.072 -5.368 -4.009
H 3.423 -6.076 -3.045
H 3.628 -3.495 -4.787
H 4.991 -4.258 -3.873
H 1.399 -3.778 -4.933
H 2.257 -2.822 -7.543
H 1.365 -1.649 -8.531
H 0.923 -4.676 -8.503
H 1.704 -3.769 -9.820
H -0.617 -4.092 -10.319
H -0.346 -2.492 -9.999
H -1.442 -4.380 -8.033
H -2.397 -3.200 -8.968
H -1.752 -2.300 -6.697
H -1.080 -1.342 -8.024
C -3.265 1.176 4.773
Si -3.356 0.372 3.057
C -4.169 1.458 1.724
C -4.751 -0.923 3.258
C -1.738 -0.434 2.442
C -1.955 -0.592 1.008
C -2.335 -1.756 0.319
C -2.528 -1.719 -1.043
C -2.414 -0.509 -1.721
C -2.067 0.609 -0.996
N -1.824 0.572 0.320
Si -1.129 -1.970 3.377
C 0.386 -1.796 4.506
C -0.642 -3.455 2.284
C -2.426 -2.699 4.570
H -2.782 2.154 4.773
H -2.744 0.524 5.480
H -4.280 1.312 5.151
H -5.089 1.908 2.105
H -4.437 0.833 0.870
H -3.516 2.250 1.369
H -5.722 -0.433 3.151
H -4.734 -1.407 4.234
H -4.690 -1.703 2.494
H -2.513 -2.662 0.876
H -2.796 -2.622 -1.579
H -2.593 -0.429 -2.783
H -2.026 1.572 -1.476
H 1.279 -1.554 3.931
H 0.558 -2.756 4.996
H 0.258 -1.049 5.291
H -0.075 -3.149 1.401
H -1.506 -4.035 1.956
H -0.005 -4.123 2.868
H -2.897 -1.935 5.191
H -1.943 -3.413 5.242
H -3.218 -3.230 4.039
I 0.069 2.304 7.663
C 1.003 1.688 5.889
C 2.377 1.557 5.818
C 2.906 1.096 4.618
C 2.065 0.834 3.557
N 0.739 1.013 3.620
C 0.224 1.415 4.781
H 3.014 1.779 6.662
H 3.970 0.934 4.513
H 2.449 0.431 2.631
H -0.852 1.484 4.827
*
```